{
  "formula": "C7H14O2",
  "method": "ωB97M-V/def2-TZVPD",
  "homo_lumo_gap_ev": 9.3,
  "homo_ev": -8.6,
  "lumo_energy_ha": 0.025,
  "de_lowest_kj_mol": 563.3,
  "e_tot_ev": -11575.4705,
  "symbols": ["C", "C", "C", "O", "O", "H", "H", "H", "H", "H", "H", "C", "C", "C", "C", "H", "H", "H", "H", "H", "H", "H", "H"],
  "positions_angstrom": [[-0.9270, 1.9604, 0.2344], [-1.5674, 0.0702, -1.8736], [-0.1984, 0.1712, -1.2310], [0.0754, 1.3548, -0.5657], [0.7984, -0.2594, -1.8853], [-1.7738, 2.3072, -0.3642], [-1.2792, 1.2795, 1.0127], [-0.4542, 2.8181, 0.7086], [-2.3805, 0.0771, -1.1474], [-1.6189, -0.8424, -2.4611], [-1.6873, 0.9278, -2.5397], [2.3380, -0.6614, 0.1726], [-0.5482, -1.3727, 0.2879], [1.3391, -0.5729, 1.1355], [0.9676, -0.2065, 2.3314], [2.9758, 0.2202, 0.1060], [1.7335, -0.5245, -0.9310], [2.8662, -1.6135, 0.1413], [-0.8217, -1.9384, -0.5973], [-0.1028, -2.1290, 0.9301], [-1.4049, -0.9698, 0.8250], [-0.0571, -0.2146, 2.6751], [1.7274, 0.1186, 3.0359]],
  "forces_ev_per_angstrom": [[-0.002, -0.084, -0.025], [-0.096, -0.236, 0.479], [1.289, 0.986, -1.437], [-0.145, -0.539, -0.030], [-1.456, 0.307, 0.452], [0.041, -0.045, 0.006], [0.007, -0.021, -0.037], [-0.023, -0.028, -0.027], [0.037, 0.000, -0.030], [0.041, 0.027, 0.029], [0.102, -0.022, 0.040], [0.156, -0.020, -1.438], [0.998, -0.120, 1.091], [-1.888, -0.049, -0.475], [0.073, 0.013, 0.147], [0.117, -0.062, 0.213], [0.722, -0.269, 1.166], [0.067, 0.076, 0.076], [0.080, 0.260, -0.214], [-0.120, -0.173, 0.183], [-0.025, 0.085, -0.091], [0.003, -0.064, -0.046], [0.022, -0.021, -0.030]]
}